Entry 1:
Below is an isolated molecule of C6H13NO, with properties calculated with ωB97M-V/def2-TZVPD.

ORCA input file:
```
! RIJCOSX wB97M-V def2-TZVPD def2/J DEFGRID3
* xyz 0 1
C 1.35377 1.60848 0.73124
C 1.52341 2.68217 -0.32584
C 0.22854 0.65927 0.48007
N 0.45230 -0.64550 0.22469
C -1.33004 -1.18668 -1.41603
C -0.52077 -1.66134 -0.23010
C -1.34485 -2.06944 0.97726
O -0.90288 1.11046 0.34158
H 1.21886 2.10466 1.67906
H 2.33694 1.16573 0.94008
H 2.38953 3.29125 -0.02416
H 1.73891 2.36008 -1.34435
H 0.79190 3.48984 -0.31334
H 1.40459 -0.96273 0.30055
H -1.44233 -1.97688 -2.15792
H -2.29604 -0.77514 -1.11777
H -0.94804 -0.30164 -1.92804
H 0.19368 -2.42599 -0.53896
H -2.20133 -2.71400 0.73827
H -1.87864 -1.16156 1.26725
H -0.76752 -2.59103 1.71645
*
```

total energy: -366.40956 Eh
gap between HOMO and LUMO: 10.29 eV
energy above the lowest of the compared OMol25 structures with the same formula, charge and spin: 15.27 kcal per mole
HOMO level: -9.4 eV
SMILES string: CCC(=O)NC(C)C
LUMO: 0.9 eV


Entry 2:
Below is a structure of composition C19H27ClN4O4S, with properties calculated with ωB97M-V/def2-TZVPD.

ORCA input file:
```
! RIJCOSX wB97M-V def2-TZVPD def2/J DEFGRID3
* xyz 0 1
O -2.07305 -0.98235 -2.00286
C -2.41534 -1.71073 -1.21697
N -3.19174 -1.15862 -0.22330
C -3.60871 0.06478 0.14105
O -4.48319 0.09720 0.86416
N -3.00491 0.93556 -0.41456
H -2.36111 0.59401 -0.98821
C -3.10337 2.46427 -0.32027
C -2.67134 2.81922 1.12648
C -1.07536 2.55730 1.37629
C -0.41726 3.64319 0.38063
C -0.87813 3.12554 -1.14777
C -2.25553 3.03840 -1.35132
H -2.55190 2.98760 -2.20293
H -2.53170 4.26428 -1.26756
H -0.57156 1.95002 -1.06309
H -0.20158 3.46027 -1.73767
H 0.67904 3.24425 0.57041
H -0.47549 4.61075 0.45286
H -0.87926 1.60188 1.36059
H -0.86414 2.88042 2.30674
H -3.28157 2.26661 2.08695
H -2.88488 3.95127 1.47279
H -4.21194 2.74559 -0.10885
H -3.78883 -1.75016 0.17993
C -2.07616 -3.14490 -1.10934
N -0.83675 -3.45484 -0.46998
C -0.81216 -2.59301 0.86318
C 0.44720 -2.98136 1.63768
N 1.57033 -2.30073 0.81362
S 1.46340 -0.47161 0.81233
O 0.51892 -0.00841 -0.21100
O 1.28424 -0.23689 2.26703
C 3.10193 -0.28131 0.36910
C 4.13674 -0.71397 1.15217
C 5.51249 -0.12466 0.84246
C 5.72685 0.49574 -0.46808
C 4.64718 1.00901 -0.78654
C 3.33210 0.70570 -0.68466
H 2.38908 1.15958 -1.16482
H 4.92738 1.54753 -1.74102
Cl 7.17905 0.96173 -0.48935
H 6.20497 -0.74314 1.41085
H 3.90003 -1.41333 2.02527
C 1.45607 -2.70156 -0.68723
C 0.35203 -2.73560 -1.30849
H 0.30665 -3.33282 -2.19658
H 0.12228 -1.76321 -1.47840
H 2.32069 -2.08598 -1.27927
H 1.76471 -3.73749 -0.51940
H 0.57165 -2.46671 2.47952
H 0.81683 -3.96133 1.51740
H -1.41126 -3.24814 1.36647
H -1.01700 -1.76331 1.04463
H -1.96642 -3.66681 -1.98360
H -2.83025 -3.64876 -0.29744
*
```

total energy: -2117.91541 Eh
gap between HOMO and LUMO: 8.64 eV
HOMO level: -9.2 eV
LUMO: -0.6 eV


Entry 3:
Below is a cluster of 8 separate species, C31H52Cl2O9 in total, with properties calculated with ωB97M-V/def2-TZVPD.

ORCA input file:
```
! RIJCOSX wB97M-V def2-TZVPD def2/J DEFGRID3
* xyz 0 1
C 3.99653 -0.44132 1.48172
C 2.74313 -0.21719 0.69037
Cl 1.76618 -1.63686 0.43611
C 2.32573 0.94084 0.17731
Cl 3.37729 2.35011 0.39521
C 1.02851 1.17860 -0.57910
C 0.96201 1.25176 -1.95892
C -0.27344 1.46550 -2.55774
C -1.41346 1.60900 -1.80592
C -1.35365 1.56873 -0.40938
C -0.12825 1.34797 0.19086
C -2.66129 1.77869 0.35649
O -2.72661 2.46988 1.35390
C -3.88028 1.10441 -0.27063
C -4.86934 0.48360 0.45716
C -5.94113 -0.13775 -0.16973
C -5.98492 -0.13288 -1.56099
C -5.00734 0.50339 -2.28831
C -3.93769 1.12288 -1.66318
C -2.81222 1.83274 -2.40128
O -3.01559 2.55779 -3.35219
H 4.70541 -1.10336 0.96152
H 3.77460 -0.94594 2.43398
H 4.53887 0.47318 1.72770
H 1.88394 1.13848 -2.52540
H -0.37180 1.53558 -3.64129
H -0.04932 1.32002 1.27658
H -4.77295 0.50416 1.54388
H -6.72256 -0.62754 0.40197
H -6.82810 -0.63664 -2.02449
H -5.03365 0.50270 -3.37724
C -9.78717 1.06407 0.97279
C -9.94975 0.63117 -0.47218
O -8.99059 -0.36782 -0.81366
H -8.78244 1.45425 1.14222
H -10.51292 1.83544 1.23494
H -9.92130 0.21477 1.64801
H -9.79471 1.47461 -1.14343
H -10.95441 0.23201 -0.64540
H -9.13304 -1.11923 -0.22917
C 6.03184 5.24635 -2.31607
C 6.85718 4.88574 -1.09411
O 6.01130 4.68124 0.03785
H 5.44935 6.15033 -2.13098
H 6.67058 5.41158 -3.18578
H 5.32162 4.44931 -2.54995
H 7.54949 5.69175 -0.85103
H 7.43439 3.97706 -1.26807
H 5.40889 3.96213 -0.17916
C -3.74245 -3.31678 -4.58625
C -3.02292 -2.25935 -3.76903
O -3.64901 -2.08226 -2.50393
H -4.78633 -3.03691 -4.73589
H -3.27000 -3.44823 -5.56168
H -3.73820 -4.27626 -4.06355
H -3.04672 -1.29760 -4.28351
H -1.97584 -2.54123 -3.61101
H -3.62026 -2.93070 -2.04569
C 11.51855 3.76382 -0.17199
C 10.15422 3.91914 -0.81793
O 9.26125 2.91911 -0.33263
H 11.92851 2.77529 -0.38229
H 12.21523 4.51924 -0.53947
H 11.44391 3.85667 0.91423
H 10.22775 3.80557 -1.89912
H 9.73172 4.90560 -0.60295
H 9.19214 3.03033 0.62073
C -2.44822 -4.11457 1.68066
C -3.41775 -5.07893 1.06439
O -3.16331 -5.13820 -0.34057
H -2.56811 -3.13296 1.21825
H -2.58845 -4.01450 2.75823
H -1.42230 -4.44145 1.49249
H -4.43126 -4.71340 1.23162
H -3.35076 -6.09315 1.46546
H -2.27504 -5.47882 -0.48027
C -1.78585 -9.94979 2.67647
C -2.20883 -8.56631 2.21942
O -1.35613 -7.56634 2.77207
H -1.81361 -10.01564 3.76475
H -2.44053 -10.71733 2.26052
H -0.75936 -10.16159 2.36721
H -3.22612 -8.35331 2.54596
H -2.17504 -8.49314 1.12662
H -0.46078 -7.75204 2.47284
C 4.45050 4.54119 3.12845
C 5.02329 5.09488 4.41881
O 6.01147 4.21658 4.95470
H 4.00497 3.55960 3.30022
H 3.68811 5.20714 2.72029
H 5.23695 4.41204 2.38167
H 4.24225 5.20421 5.17038
H 5.47819 6.07651 4.24908
H 6.70724 4.12853 4.29647
*
```

total energy: -2809.87792 Eh
gap between HOMO and LUMO: 9.02 eV
HOMO level: -9.2 eV
SMILES string: C/C(Cl)=C(\Cl)c1ccc2c(c1)C(=O)c1ccccc1C2=O.CCO.CCO.CCO.CCO.CCO.CCO.CCO
LUMO: -0.2 eV